Entry 1:
Here is one molecule with the formula C22H23ClN2O2 from OMol25. Energies are from wB97M-V/def2-TZVPD.

Last column: Mulliken charge in e.
Element x y z (Å)
O1 2.837 0.002 -2.714  -0.672
C1 2.939 0.153 -1.509  0.363
C2 4.270 0.023 -0.826  -0.120
C3 5.228 1.017 -0.980  -0.169
C4 6.485 0.873 -0.419  -0.749
C5 6.785 -0.281 0.286  0.398
Cl1 8.354 -0.468 0.989  -0.215
C6 5.847 -1.291 0.433  -0.790
C7 4.592 -1.134 -0.126  0.210
N1 1.889 0.448 -0.717  0.103
C8 1.927 0.646 0.712  -0.739
C9 1.096 -0.425 1.425  -1.156
C10 -0.333 -0.502 0.870  0.271
C11 -1.142 0.730 1.271  0.320
O2 -0.629 1.722 1.756  -0.695
N2 -2.475 0.704 1.001  0.319
C12 -3.202 1.970 1.092  -0.718
C13 -4.251 2.123 -0.016  -0.681
C14 -3.933 1.191 -1.191  -0.819
C15 -3.957 -0.200 -0.638  0.994
C16 -4.715 -1.238 -1.149  -0.969
C17 -4.737 -2.466 -0.507  -0.632
C18 -4.035 -2.644 0.673  -0.835
C19 -3.282 -1.610 1.202  -0.568
C20 -3.214 -0.398 0.529  0.009
C21 -0.281 -0.635 -0.660  -0.632
C22 0.553 0.491 -1.268  -1.146
H1 4.987 1.907 -1.541  0.452
H2 7.228 1.646 -0.532  0.421
H3 6.099 -2.188 0.976  0.420
H4 3.860 -1.922 -0.024  0.454
H5 2.959 0.618 1.063  0.497
H6 1.502 1.628 0.942  0.275
H7 1.064 -0.190 2.489  0.380
H8 1.573 -1.399 1.298  0.388
H9 -0.816 -1.391 1.280  0.516
H10 -3.675 2.040 2.077  0.251
H11 -2.447 2.758 1.030  0.466
H12 -4.281 3.161 -0.348  0.389
H13 -5.240 1.864 0.367  0.398
H14 -4.664 1.310 -1.990  0.453
H15 -2.942 1.430 -1.588  0.205
H16 -5.288 -1.086 -2.052  0.443
H17 -5.321 -3.276 -0.916  0.400
H18 -4.083 -3.589 1.192  0.414
H19 -2.769 -1.738 2.143  0.610
H20 -1.285 -0.631 -1.084  0.179
H21 0.185 -1.591 -0.913  0.493
H22 0.636 0.374 -2.350  0.465
H23 0.104 1.464 -1.039  0.352

The orbital gap is 9.61 eV. The spin multiplicity is 1. The HOMO energy comes out at -8.94 eV. Its total charge is 0. As for the SMILES: O=C(c1ccc(Cl)cc1)N1CCC(C(=O)N2CCCc3ccccc32)CC1.

---

Entry 2:
Here is one molecule with the formula C22H23ClN4O4 from OMol25. Energies are from wB97M-V/def2-TZVPD.

Last column: Mulliken charge in e.
Element x y z (Å)
O1 3.556 1.154 -5.048  -0.649
C1 3.849 0.964 -3.890  0.554
C2 4.271 2.121 -2.973  -0.565
O2 4.225 1.831 -1.597  -0.552
C3 3.004 1.660 -0.998  0.646
C4 1.781 1.675 -1.663  -0.054
C5 0.615 1.472 -0.955  -1.119
C6 0.636 1.247 0.422  0.835
C7 -0.581 1.035 1.177  -0.672
N1 -1.711 1.060 0.583  -1.011
N2 -2.878 0.878 1.232  0.373
C8 -3.168 0.694 2.541  0.591
O3 -2.364 0.635 3.454  -0.666
C9 -4.692 0.595 2.687  0.731
O4 -5.384 0.795 1.690  -0.760
N3 -5.220 0.304 3.881  0.186
C10 -4.475 0.036 5.098  -0.632
C11 -5.346 -0.726 6.089  -0.882
C12 -6.561 0.105 6.512  -0.452
C13 -7.048 0.972 5.344  -0.621
C14 -6.668 0.337 4.013  -0.829
C15 1.871 1.228 1.077  -0.556
C16 3.039 1.432 0.378  -0.748
N4 3.873 -0.232 -3.256  -0.030
C17 3.479 -1.482 -3.725  0.177
C18 3.242 -1.748 -5.070  -0.401
C19 2.863 -3.015 -5.474  -0.736
C20 2.718 -4.035 -4.549  -0.421
C21 2.944 -3.786 -3.206  -0.556
C22 3.318 -2.519 -2.800  0.640
Cl1 3.580 -2.206 -1.107  -0.240
H1 3.672 3.004 -3.227  0.393
H2 5.321 2.351 -3.184  0.352
H3 1.729 1.837 -2.729  0.402
H4 -0.338 1.482 -1.460  0.421
H5 -0.464 0.866 2.245  0.494
H6 -3.701 0.935 0.629  0.341
H7 -4.138 0.980 5.543  0.256
H8 -3.586 -0.547 4.858  0.549
H9 -5.672 -1.659 5.625  0.317
H10 -4.745 -0.986 6.960  0.378
H11 -7.357 -0.565 6.843  0.299
H12 -6.300 0.745 7.356  0.279
H13 -6.592 1.963 5.395  0.270
H14 -8.129 1.104 5.387  0.368
H15 -7.074 -0.678 3.943  0.229
H16 -7.057 0.914 3.171  0.457
H17 1.908 1.053 2.142  0.392
H18 3.997 1.420 0.872  0.460
H19 4.123 -0.222 -2.271  0.122
H20 3.353 -0.949 -5.784  0.489
H21 2.683 -3.205 -6.521  0.372
H22 2.425 -5.024 -4.866  0.376
H23 2.829 -4.569 -2.473  0.407

The orbital gap is 8.43 eV. The spin multiplicity is 1. The HOMO energy comes out at -8.23 eV. Its total charge is 0. As for the SMILES: O=C(COc1ccc(/C=N/NC(=O)C(=O)N2CCCCC2)cc1)Nc1ccccc1Cl.

---

Entry 3:
Here is one molecule with the formula C22H23ClN4O4 from OMol25. Energies are from wB97M-V/def2-TZVPD.

Last column: Mulliken charge in e.
Element x y z (Å)
C1 -7.698 0.122 -1.955  -0.776
O1 -6.745 -0.699 -1.336  -0.224
C2 -7.210 -1.274 -0.137  -0.545
C3 -6.099 -2.144 0.448  -1.208
N1 -4.882 -1.369 0.637  0.070
C4 -4.903 -0.430 1.648  0.356
O2 -5.834 -0.300 2.408  -0.662
N2 -3.777 0.349 1.763  -0.115
C5 -2.691 0.282 0.928  0.365
C6 -1.604 1.141 1.074  -0.869
C7 -0.522 1.037 0.217  0.230
C8 0.592 2.035 0.338  0.286
O3 0.392 3.218 0.136  -0.659
N3 1.805 1.553 0.687  0.184
C9 2.143 0.181 0.973  -0.844
C10 3.207 -0.289 -0.025  -0.527
N4 4.361 0.579 0.055  0.281
C11 5.631 0.082 -0.192  0.553
C12 6.568 0.766 -0.973  -0.571
C13 7.844 0.265 -1.146  -0.641
C14 8.231 -0.930 -0.566  -0.579
C15 7.304 -1.608 0.207  0.105
Cl1 7.752 -3.100 0.962  -0.227
C16 6.028 -1.121 0.404  -0.379
C17 4.023 1.950 -0.256  -0.733
C18 2.953 2.431 0.730  -1.217
C19 -0.528 0.090 -0.810  -0.229
C20 -1.601 -0.762 -0.955  -0.899
C21 -2.687 -0.682 -0.084  0.487
C22 -3.825 -1.596 -0.240  0.867
O4 -3.854 -2.499 -1.045  -0.678
H1 -7.234 0.510 -2.860  0.227
H2 -8.600 -0.445 -2.221  0.290
H3 -7.988 0.956 -1.304  0.325
H4 -7.487 -0.488 0.581  0.437
H5 -8.095 -1.901 -0.325  0.407
H6 -5.848 -2.947 -0.246  0.463
H7 -6.422 -2.545 1.411  0.384
H8 -3.799 1.045 2.496  0.244
H9 -1.607 1.894 1.848  0.409
H10 1.257 -0.451 0.918  0.464
H11 2.558 0.127 1.987  0.290
H12 3.489 -1.318 0.187  0.476
H13 2.778 -0.253 -1.041  0.080
H14 6.300 1.686 -1.467  0.386
H15 8.547 0.810 -1.758  0.373
H16 9.223 -1.325 -0.707  0.421
H17 5.352 -1.668 1.041  0.488
H18 4.905 2.579 -0.137  0.546
H19 3.642 2.052 -1.284  0.299
H20 2.616 3.437 0.475  0.444
H21 3.367 2.429 1.744  0.335
H22 0.302 0.039 -1.497  0.498
H23 -1.632 -1.505 -1.737  0.513

The orbital gap is 8.39 eV. The spin multiplicity is 1. The HOMO energy comes out at -8.27 eV. Its total charge is 0. As for the SMILES: COCCn1c(=O)[nH]c2cc(C(=O)N3CCN(c4cccc(Cl)c4)CC3)ccc2c1=O.

---

Entry 4:
Here is C22H23CrN4OS4Se as an isolated structure from OMol25. Energies are from wB97M-V/def2-TZVPD.

Last column: Mulliken charge in e.
Element x y z (Å)
Cr1 0.722 0.424 -0.570  1.266
O1 5.685 -4.104 -0.148  -0.582
C1 4.714 -3.396 -0.132  0.587
S1 3.376 -3.538 -1.287  -0.173
C2 2.423 -2.208 -0.654  -0.060
C3 2.918 -1.553 0.413  0.341
S2 2.028 -0.293 1.207  -0.610
S3 4.471 -2.085 1.032  -0.164
S4 0.889 -1.789 -1.349  -0.469
C4 -4.632 -1.477 0.651  -0.805
C5 -3.399 -0.604 0.299  -0.495
N1 -2.239 -1.450 0.063  0.276
C6 -2.485 -2.312 -1.085  -0.658
C7 -3.723 -3.206 -0.825  -0.710
N2 -4.207 -2.910 0.560  -0.057
C8 -3.125 -3.194 1.556  -0.695
C9 -1.934 -2.249 1.235  -0.566
H1 -5.449 -1.320 -0.051  0.348
H2 -4.996 -1.293 1.661  0.311
H3 -3.180 0.106 1.096  0.352
H4 -3.589 -0.023 -0.600  0.326
H5 -1.595 -2.909 -1.271  0.366
H6 -2.636 -1.676 -1.957  0.433
H7 -3.479 -4.266 -0.882  0.329
H8 -4.538 -2.998 -1.518  0.297
H9 -5.006 -3.504 0.762  0.299
H10 -2.849 -4.244 1.472  0.328
H11 -3.532 -3.020 2.551  0.312
H12 -1.028 -2.821 1.034  0.347
H13 -1.733 -1.587 2.077  0.441
C10 -1.548 4.387 2.148  -0.446
C11 -1.012 4.982 1.013  -0.690
C12 -0.129 4.290 0.207  0.202
C13 0.220 2.973 0.516  -0.051
C14 -0.339 2.373 1.649  -0.243
C15 -1.207 3.081 2.463  -0.967
N3 1.055 2.203 -0.303  -0.052
C16 2.214 2.721 -0.876  0.337
C17 2.921 3.813 -0.360  -0.093
C18 4.088 4.242 -0.966  -0.687
C19 4.591 3.590 -2.085  -0.480
C20 3.911 2.492 -2.593  -0.981
C21 2.739 2.063 -1.998  -0.382
H14 -2.226 4.943 2.782  0.390
H15 -1.284 5.998 0.758  0.370
H16 0.277 4.746 -0.686  0.515
H17 -0.054 1.354 1.896  0.329
H18 -1.611 2.620 3.356  0.427
H19 2.561 4.305 0.533  0.481
H20 4.622 5.087 -0.551  0.366
H21 5.504 3.930 -2.553  0.385
H22 4.292 1.970 -3.460  0.407
H23 2.193 1.222 -2.425  0.548
Se1 -1.005 0.870 -2.320  -0.333
C22 -2.167 1.942 -1.438  0.361
N4 -2.981 2.568 -0.904  -0.631

The orbital gap (alpha / beta) is 5.48 / 5.63 eV. The spin multiplicity is 2. The HOMO energy (alpha / beta) comes out at -6.47 / -6.62 eV. Its total charge is 0. The expectation value of S² is 0.799.

---

These records have energy relative to the best compared isomer or geometry (same formula, charge and spin) values of 0.00, 232.45, 90.21, 103.69 kJ/mol, in the order they appear.
These records have electronic energy values of -1572.3800, -1832.3427, -1832.3968, -6184.9833 Ha, in the order they appear.